C4H5O2P | ωB97M-V with the def2-TZVPD basis set

Geometry as XYZ:
```
12
Properties=species:S:1:pos:R:3:nbo_charge:R:1
C 0.273 -0.136 -0.203 -0.435
C -0.535 0.809 0.669 -0.772
C -0.619 -1.295 -0.534 0.077
C -2.032 -0.629 -0.581 0.239
O -0.996 -2.007 0.546 -0.534
O -2.975 -0.341 0.250 -0.593
P -2.190 1.085 -0.126 0.866
H 0.521 0.406 -1.120 0.209
H 1.088 -0.586 0.326 0.244
H -0.447 0.555 1.804 0.270
H 0.023 1.783 0.741 0.243
H -0.575 -1.802 -1.426 0.186
```

Calculated values
- E (Eh) = -647.0427
- relative energy (zero: lowest compared OMol25 entry of this formula, charge and spin) (kcal per mole) = 116.7
- gap between HOMO and LUMO (spin up / spin down) (eV) = 7.452 / 8.791
- lowest unoccupied orbital energy (spin up / spin down) (eV) = -0.957 / -0.381
- HOMO level (spin up / spin down) (eV) = -8.409 / -9.173